Record 1
A structure of composition C19H23Br46N5OP at a distorted geometry. Source: the Open Molecules 2025 dataset; level of theory: ωB97M-V/def2-TZVPD.

- total energy (eV) = -3260806.9057
- charge = +1
- strongest force on any atom (eV/A) = 1.1
- E_HOMO (eV) = -11.5

The geometry in XYZ format:
```
95
Properties=species:S:1:pos:R:3:forces:R:3:lowdin_charge:R:1
Br -8.1588 1.8510 -0.6087 0.01 0.06 -0.02 0.54
Br 5.7569 3.7081 1.2752 -0.02 -0.01 -0.01 0.57
Br -3.9044 0.3454 -5.2355 -0.13 0.01 0.03 0.62
H -0.3087 -9.7109 -0.7521 -0.02 0.03 -0.03 -0.05
H 7.1188 9.3660 3.6840 0.04 0.03 0.00 -0.03
H -5.6736 3.6542 5.1238 0.04 0.02 0.00 -0.06
C 7.3618 -2.8623 -3.0251 -0.01 -0.01 0.02 -1.61
H 0.8395 -4.6739 -3.4474 0.00 0.11 0.12 -0.06
Br -5.4315 -3.4067 2.5132 0.09 0.04 -0.03 0.53
Br -0.5703 -5.7012 -5.1948 0.01 0.02 -0.04 0.61
C -5.2026 0.2950 -3.7887 -0.15 -0.01 0.08 -1.63
C 2.9376 -5.4038 1.6778 0.05 -0.08 0.10 -1.62
Br 8.1572 9.6486 -0.8831 0.06 -0.04 -0.06 0.55
Br 3.7490 5.4559 3.0164 -0.04 -0.11 -0.09 0.57
Br -6.8167 -4.6261 5.0984 -0.06 0.05 0.01 0.57
Br -2.8956 2.2352 4.3496 -0.18 0.09 0.05 0.58
H -1.0213 2.7299 -3.1685 0.21 -0.12 -0.03 -0.02
H -4.9257 1.0693 -3.0865 0.03 0.04 0.01 -0.06
Br -1.5265 1.2476 -0.6228 -0.12 0.03 0.49 0.68
C -8.8359 0.1459 -0.0143 0.03 -0.03 0.06 -1.62
C -2.8066 -7.9939 5.0306 0.01 -0.07 0.04 -1.66
Br -5.1262 -1.3755 -2.8483 0.05 0.00 0.01 0.58
Br -7.1685 -6.0624 2.2844 0.00 0.00 -0.01 0.59
C 1.0874 0.3881 -3.5218 -0.21 0.62 0.10 -0.37
N -0.0757 -0.2556 -3.6791 0.00 -0.73 -0.11 0.16
H 2.4342 -4.4487 1.6983 0.03 0.05 -0.08 -0.03
H 8.9580 11.9563 -1.2403 0.04 0.02 -0.02 -0.03
H -2.0472 0.4284 -3.5967 0.05 -0.19 -0.12 0.05
Br -6.9618 0.6934 -4.4272 0.05 -0.03 -0.02 0.62
C 2.3815 -1.6212 -3.8394 1.04 0.22 -0.43 -0.18
O 4.1509 1.2593 -4.7315 -0.54 -0.01 -0.05 -0.31
C 6.5699 8.4632 3.4632 -0.02 0.01 0.01 -1.61
C 8.1635 11.5534 -0.6316 -0.05 -0.02 0.04 -1.65
Br -0.8863 -12.0022 -0.0515 0.00 0.00 0.02 0.60
H -2.6859 2.0494 1.4230 0.10 0.04 -0.02 -0.07
Br -1.6271 -6.4971 4.7450 -0.01 -0.02 -0.05 0.56
C 2.8815 -2.3940 -2.6602 -0.53 -0.20 0.07 -0.23
C -2.8959 1.2405 0.7361 -0.05 -0.01 0.15 -1.60
H 3.0916 -1.7363 -4.6534 0.12 -0.07 -0.25 0.12
C -6.6149 3.1274 5.1673 -0.01 0.01 0.03 -1.67
H -2.0846 7.1136 -2.4199 -0.03 0.00 -0.06 -0.02
H -5.1294 -5.6073 3.5989 0.05 0.01 0.01 -0.07
Br 7.8523 7.0525 3.2197 -0.05 -0.04 -0.05 0.59
Br 8.5502 12.0177 1.1947 -0.01 0.00 0.02 0.57
H 8.4149 -2.9281 -2.7973 0.04 0.03 0.02 -0.03
C -0.0763 -10.2734 0.1393 0.00 -0.06 -0.03 -1.64
H 1.4515 -2.0245 -4.2013 -0.42 -0.06 0.05 0.10
Br 1.8365 -10.3870 0.2589 -0.01 -0.01 0.02 0.58
N -1.0604 0.6529 -3.5441 -0.13 0.50 -0.07 0.03
H -9.0020 -0.4542 -0.8961 0.01 -0.01 -0.05 -0.03
Br -1.0895 0.4250 6.2299 -0.01 -0.01 -0.03 0.60
Br -4.6285 1.5663 -0.0193 -0.06 0.04 -0.04 0.55
C -0.4652 1.8189 -3.3230 -0.39 -0.22 -0.51 -0.25
C -1.1587 2.0061 5.1457 0.06 -0.04 -0.02 -1.62
Br -6.7347 2.0409 3.5809 0.05 -0.04 -0.07 0.53
Br 6.8214 -1.0181 -2.8679 0.32 -0.31 0.05 0.57
H 2.5245 -3.3710 -1.1236 -0.11 -0.13 0.25 0.00
Br -0.8270 -9.3060 1.6311 0.01 0.02 0.03 0.53
Br 5.4082 8.1209 4.9528 0.06 0.11 0.09 0.57
C -1.7987 6.2689 -1.8117 0.05 0.04 0.15 -1.61
C -0.1738 -5.0469 -3.4360 -0.06 -0.13 -0.04 -1.65
Br -10.5206 0.3367 0.8799 0.03 0.01 0.01 0.61
Br 3.9679 -5.5010 0.0386 -0.21 -0.03 0.04 0.55
Br -1.9112 -9.4482 5.9095 0.01 0.04 -0.02 0.59
Br 1.5872 -6.7663 1.7383 0.03 0.05 -0.02 0.54
H 3.3378 1.4613 -5.2101 0.06 0.41 -0.17 0.07
Br 0.0801 6.4105 -1.4634 0.01 -0.03 0.01 0.59
Br -6.5879 2.0486 6.7559 0.00 -0.01 -0.01 0.58
H -0.2771 -1.2339 -3.8171 -0.16 -0.25 0.20 0.08
Br 6.5206 12.3496 -1.2323 -0.01 0.00 0.02 0.57
N 0.8350 1.6974 -3.3376 1.02 0.20 0.16 0.16
Br 6.4316 -3.9600 -1.7357 0.12 0.13 -0.09 0.55
H -0.9878 2.8519 5.7938 0.01 0.05 0.02 -0.03
P 3.8907 0.5317 -3.3169 0.80 -0.38 0.35 0.49
C -6.0111 -5.0142 3.4027 -0.01 -0.04 0.05 -1.65
Br 3.3012 5.1714 -0.1194 -0.02 0.07 0.04 0.51
Br -2.8555 -0.3850 1.7401 -0.02 -0.21 -0.03 0.58
Br -4.4024 -7.4664 5.9657 0.02 0.03 -0.06 0.60
H -3.1109 -8.3489 4.0574 -0.02 -0.01 -0.04 -0.04
Br -0.2702 -6.4335 -2.1152 0.05 0.07 0.06 0.60
N 2.0315 -2.8612 -1.8539 0.17 -0.14 0.05 0.15
N 2.2976 -0.1794 -3.5523 -0.55 0.22 -0.10 -0.21
Br 3.7288 2.1598 -1.8260 -0.42 -0.10 -0.25 0.32
Br 0.2213 2.0216 3.8041 0.00 0.00 -0.03 0.57
Br -1.3457 -3.5797 -2.9613 -0.01 0.11 -0.03 0.58
H 3.9523 -2.5324 -2.5759 0.30 0.02 0.12 0.06
Br -2.8347 6.3323 -0.2003 0.00 -0.03 0.00 0.61
Br -8.0067 4.4499 5.2224 -0.01 -0.01 -0.01 0.59
C 4.5940 5.2383 1.3090 0.03 -0.04 0.07 -1.64
Br -2.2154 4.6822 -2.8369 -0.35 0.38 -0.05 0.64
Br -7.5469 -0.7817 1.0736 -0.07 -0.02 -0.01 0.52
Br 7.1194 -3.5045 -4.8186 -0.04 -0.02 0.01 0.59
Br 4.0964 -5.4712 3.2053 -0.01 0.00 0.02 0.61
Br 5.5817 8.8059 1.8462 -0.07 0.03 0.01 0.58
H 5.2070 6.1111 1.1413 0.03 0.06 -0.01 -0.10
```
Forces are in eV/Å.

---

Record 2
The ion C7H17ClN5 with charge +1 at a distorted geometry. Source: the Open Molecules 2025 dataset; level of theory: ωB97M-V/def2-TZVPD.

- SMILES = CC/N=C1/CN(NCC)C[N@H+](Cl)N1
- energy above the lowest of the compared OMol25 structures with the same formula, charge and spin (eV) = 2.726
- total energy (eV) = -27495.5139
- charge = +1
- strongest force on any atom (eV/A) = 4.9
- E_HOMO (eV) = -13.3

The geometry in XYZ format:
```
30
Properties=species:S:1:pos:R:3:forces:R:3:lowdin_charge:R:1
N -1.2564 0.5773 -0.5801 0.14 -1.59 1.63 -0.19
N 1.1344 0.6212 0.5105 -1.08 -1.24 -1.31 0.06
C 1.0012 -0.4512 -0.3707 -1.53 -1.26 -2.68 -0.26
C -3.1215 -0.5158 0.4751 1.39 2.00 -2.92 -0.22
Cl 2.1448 2.8430 -0.9397 -0.77 -0.90 0.44 0.51
H -2.9407 -1.4708 -0.0644 -0.21 0.46 0.30 0.12
H -3.4362 0.8398 -1.0714 -1.80 -0.32 0.37 0.08
H 3.9959 -0.4070 1.6193 0.14 1.52 -0.05 0.05
H -1.3951 -0.2276 1.3763 1.92 -0.09 -0.11 0.11
H -3.3945 -0.6528 1.4343 -1.21 -1.05 3.20 0.08
H 2.8688 -1.7361 1.8849 0.20 0.18 0.07 0.09
H 3.3625 -2.5650 -0.4672 0.18 -0.62 0.38 0.11
H -4.9687 -0.2050 -0.5118 0.50 -0.09 -1.24 0.07
H -4.6888 1.1570 0.3460 1.88 -0.55 -0.39 0.10
C -0.7434 1.7881 -0.7434 0.74 1.83 -0.37 -0.02
H 3.8149 -1.0848 -0.9400 0.60 1.13 -0.69 0.11
H 0.8841 2.3979 0.8833 -0.37 1.73 1.51 0.09
C 3.1917 -1.5332 -0.2094 -0.01 -0.62 0.32 -0.25
H 4.4833 -2.0127 1.3321 0.24 -0.01 0.26 0.08
H 1.8684 0.4290 1.1035 2.21 0.61 2.03 0.11
C 3.6514 -1.3240 1.2308 -0.86 -2.01 -0.12 -0.08
H -0.3964 1.9872 -1.7407 0.38 -0.25 -0.45 0.11
N -1.8579 0.2719 0.6485 -2.54 0.48 0.06 -0.03
H -0.3857 -0.4156 -2.1740 0.33 -0.36 -0.37 0.14
N 0.8291 1.8343 0.0900 0.61 0.47 -1.42 -0.27
C -0.4498 -0.5164 -1.1040 3.40 3.47 0.18 0.01
H -1.1559 2.7401 -0.3696 -0.39 -1.06 0.44 0.16
H -0.7820 -1.4018 -0.7671 -1.75 -3.09 0.59 0.08
N 1.8276 -1.3609 -0.6189 -1.14 0.91 -0.04 0.12
C -4.0849 0.3941 -0.2625 -1.19 0.29 0.38 -0.09
```
Forces are in eV/Å.

---

Record 3
An isolated molecule of C6H7N at a distorted geometry. Source: the Open Molecules 2025 dataset; level of theory: ωB97M-V/def2-TZVPD.

- SMILES = [H]/N=C(/C#C)C(=C)C
- energy above the lowest of the compared OMol25 structures with the same formula, charge and spin (eV) = 3.831
- total energy (eV) = -7821.8166
- charge = 0
- strongest force on any atom (eV/A) = 4.4
- E_HOMO (eV) = -9.7

The geometry in XYZ format:
```
14
Properties=species:S:1:pos:R:3:forces:R:3:lowdin_charge:R:1
C 0.3654 -1.6287 -1.1795 -1.70 3.98 -0.64 -0.03
H 0.2007 3.0999 2.8935 -0.13 -0.88 -1.14 0.05
C 0.2607 0.8675 -0.1683 0.89 -0.90 0.96 -0.39
H -1.5326 -1.8079 0.6394 -0.81 -1.18 0.74 0.05
H 0.1122 -2.5613 -0.8368 -0.30 -2.26 1.21 0.02
H -1.6385 -0.0903 1.4191 0.49 -0.50 -0.26 0.08
C 0.1724 2.4186 2.0259 0.23 1.40 2.14 0.10
H 1.4304 -1.4284 -1.1576 0.13 -0.31 -0.55 0.07
H 1.0100 1.0421 -2.0338 -0.34 -0.69 0.98 0.08
H -0.1411 -1.5978 -2.2041 1.16 0.41 1.11 0.10
C 0.2625 1.6474 1.1250 -0.66 -1.41 -2.26 -0.08
N 0.9366 1.3991 -1.0705 0.79 1.94 -1.64 0.15
C -1.1667 -0.8284 0.7552 0.44 0.65 -1.62 0.06
C -0.2721 -0.5318 -0.2076 -0.20 -0.27 0.96 -0.27
```
Forces are in eV/Å.

---

Record 4
A structure of composition C28H20N4O2Pd at a distorted geometry. Source: the Open Molecules 2025 dataset; level of theory: ωB97M-V/def2-TZVPD.

- energy above the lowest of the compared OMol25 structures with the same formula, charge and spin (eV) = 0.287
- total energy (eV) = -42896.5833
- charge = 0
- strongest force on any atom (eV/A) = 1.1
- E_HOMO (eV) = -7.4

The geometry in XYZ format:
```
55
Properties=species:S:1:pos:R:3:forces:R:3:lowdin_charge:R:1
O 2.8167 -6.3209 2.4285 -0.24 0.00 0.04 -0.02
C 3.0939 -1.2624 1.2322 -0.32 -0.26 -0.15 -0.16
H -0.4523 1.3211 -0.9995 0.01 -0.05 0.01 0.09
N 0.8354 -1.9907 1.2363 0.38 0.38 0.33 -0.02
C 2.3878 -3.7027 1.6965 -0.01 0.04 0.01 0.07
C 2.6666 2.5595 4.1608 0.18 0.22 0.04 -0.09
C 1.6129 -6.0833 2.2366 0.06 -0.08 -0.24 -0.68
H -4.7194 -0.1194 0.7602 0.02 -0.01 0.00 0.11
N 0.1939 1.9238 1.5018 0.25 -0.03 0.25 -0.11
N 2.5503 -0.0634 0.8972 0.05 -0.03 0.75 0.00
C -3.8830 -2.0982 0.9532 -0.03 0.07 0.00 -0.03
H -2.5144 0.9885 1.0077 0.02 0.03 -0.02 0.11
H 4.8783 -2.3556 1.6841 -0.02 0.01 -0.01 0.12
H 5.3139 1.7980 0.6686 -0.02 -0.03 0.00 0.12
H -2.7129 -3.8918 1.1696 0.01 0.02 0.01 0.12
C 4.4623 -1.3986 1.4016 -0.18 -0.09 -0.07 0.01
C 1.1552 2.5876 2.2662 0.04 0.04 -0.05 -0.35
H 3.3896 -4.0891 1.8370 -0.02 -0.01 0.00 0.12
Pd 0.5208 -0.0365 1.2694 -0.59 -0.43 -0.88 1.04
C 3.3353 0.9921 0.6927 0.13 -0.06 -0.07 -0.09
C -2.6022 -0.0878 1.0317 -0.04 0.04 0.16 -0.08
H -1.0308 4.2122 2.1051 0.03 -0.01 0.01 0.12
C -1.5144 -2.1233 1.2621 0.21 -0.14 -0.08 -0.17
C -2.3949 4.0996 -0.9981 0.13 -0.17 0.02 -0.11
C 1.6155 2.0087 3.4525 -0.09 -0.15 -0.02 -0.06
C -2.7105 -2.8114 1.1356 0.17 0.00 0.06 0.01
N -1.4703 -0.7669 1.2038 0.26 -0.17 0.25 0.02
C 5.2748 -0.2926 1.2106 -0.01 0.10 -0.03 -0.03
O 0.5903 -6.7871 2.2446 0.19 0.09 0.12 -0.02
C 0.0212 -4.1415 1.7342 0.02 0.02 -0.10 0.07
H -2.5458 5.4659 0.6527 -0.01 0.02 -0.01 0.10
C -2.0930 4.5543 0.2834 -0.12 0.06 -0.17 -0.09
C -1.2331 3.8543 1.1038 0.07 -0.29 0.06 -0.04
H 2.8377 1.9130 0.4206 0.03 -0.03 0.09 0.11
H -2.0050 2.5550 -2.4387 -0.02 -0.01 -0.03 0.10
H 4.0872 4.1748 4.2877 0.01 -0.01 0.01 0.10
C 2.8092 4.3348 2.5639 0.08 0.02 0.07 -0.09
H -4.8257 -2.6190 0.8502 0.01 0.01 0.00 0.12
H 3.0004 2.0816 5.0726 0.01 -0.01 0.02 0.10
H 1.1291 1.1112 3.8147 -0.03 -0.06 0.01 0.10
C 1.3309 -4.5942 1.8675 -0.03 0.09 0.06 -0.06
C -0.9305 2.2202 -0.6277 0.19 -0.09 0.11 -0.08
C -3.8294 -0.7164 0.9006 -0.01 0.00 0.00 -0.03
C 1.7740 3.7726 1.8398 -0.13 0.03 -0.07 -0.06
C 3.2760 3.7323 3.7260 -0.08 -0.13 0.02 -0.10
H 6.3443 -0.3784 1.3501 -0.01 0.00 0.00 0.12
H -0.7732 -4.8586 1.8968 0.02 -0.01 -0.01 0.12
C -1.8018 2.9223 -1.4410 -0.24 0.28 -0.04 -0.10
C -0.1964 -2.8136 1.4168 -0.44 0.13 -0.06 -0.17
H 3.2685 5.2488 2.2091 0.00 0.02 -0.01 0.10
C 4.7102 0.9168 0.8351 0.00 -0.06 -0.05 -0.02
H 1.4402 4.2397 0.9210 0.01 0.02 0.02 0.12
C -0.6301 2.6575 0.6682 -0.19 0.36 -0.30 -0.35
C 2.1072 -2.3849 1.3923 0.31 0.29 -0.08 -0.17
H -3.0693 4.6538 -1.6359 -0.01 0.00 -0.01 0.09
```
Forces are in eV/Å.